A cluster of 14 separate species, C33H50Cl39N5O6 in total in a non-equilibrium geometry, computed with wB97M-V/def2-TZVPD.

Last column: Löwdin charge in e.
Cartesian coordinates (Å):
C: -2.163 0.257 -2.904  -0.117
C: -0.525 0.103 -2.601  -0.203
C: 0.286 1.439 -3.093  -0.186
N: 0.432 2.524 -2.050  -0.022
N: 1.065 2.092 -0.898  -0.066
C: 2.352 1.310 -1.033  -0.056
N: 3.495 1.515 -1.768  0.046
C: 3.615 2.714 -2.684  -0.232
N: 4.959 2.745 -3.405  -0.006
N: 2.103 0.164 -0.030  -0.019
C: 3.333 -0.321 0.732  -0.168
C: 3.479 -1.973 0.556  -0.170
C: 3.795 -2.650 2.017  -0.210
C: 2.560 -3.523 2.656  -0.213
C: 1.154 -2.698 2.842  -0.146
C: 0.249 -2.914 1.490  -0.213
O: -1.205 -2.939 1.713  -0.066
C: -1.938 -3.046 0.437  -0.273
C: -1.227 -3.338 -1.030  -0.046
O: -3.266 -2.861 0.475  -0.041
C: 1.153 0.706 1.058  -0.066
C: 0.239 1.917 0.356  -0.217
C: 0.345 3.435 1.029  -0.076
C: -0.054 3.427 2.620  -0.164
O: 0.367 4.622 3.367  -0.074
C: 1.839 4.759 3.388  -0.279
C: 2.928 3.532 3.340  -0.057
O: 2.323 6.017 3.400  -0.068
C: -1.385 1.719 0.263  -0.367
O: -2.225 2.429 -0.516  -0.117
O: -1.970 0.633 1.118  -0.231
H: -2.524 -0.697 -3.523  0.073
H: -2.396 1.184 -3.612  0.086
H: -2.806 0.267 -1.917  0.064
H: -0.314 -0.228 -1.495  0.090
H: -0.179 -0.800 -3.289  0.084
H: -0.364 1.915 -3.974  0.136
H: 1.309 1.126 -3.614  0.096
H: 0.906 3.382 -2.413  0.127
H: 4.325 0.860 -1.726  0.022
H: 3.405 3.690 -2.044  0.142
H: 2.792 2.722 -3.547  0.134
H: 4.941 1.986 -4.151  0.027
H: 5.749 2.481 -2.776  0.056
H: 4.343 0.140 0.356  0.074
H: 3.280 -0.133 1.891  0.116
H: 2.553 -2.419 -0.004  0.106
H: 4.412 -2.138 -0.170  0.023
H: 4.191 -1.884 2.828  0.115
H: 4.696 -3.411 1.840  0.115
H: 2.431 -4.558 2.078  0.123
H: 2.907 -3.834 3.754  0.118
H: 0.527 -3.142 3.742  0.132
H: 1.381 -1.574 3.107  0.111
H: 0.528 -2.066 0.731  0.093
H: 0.603 -3.937 0.991  0.126
H: -0.415 -2.492 -1.254  0.068
H: -1.992 -3.296 -1.934  0.113
H: -0.606 -4.357 -1.020  0.021
H: 0.566 -0.109 1.697  0.131
H: 1.662 1.327 1.941  0.104
H: 1.407 3.861 0.782  0.076
H: -0.452 4.089 0.454  0.146
H: 0.307 2.479 3.209  0.131
H: -1.247 3.401 2.663  0.096
H: 3.157 3.201 2.218  0.092
H: 2.627 2.578 3.949  0.094
H: 3.963 3.900 3.774  0.024
C: 4.258 -2.139 -3.709  -1.463
Cl: 4.500 -0.386 -3.802  0.602
Cl: 5.183 -2.825 -2.363  0.520
Cl: 2.536 -2.521 -3.538  0.530
H: 4.619 -2.586 -4.639  0.010
C: -3.814 2.022 3.790  -1.511
Cl: -3.571 3.775 3.697  0.546
Cl: -2.888 1.336 5.136  0.518
Cl: -5.536 1.641 3.961  0.479
H: -3.453 1.575 2.860  -0.015
C: -1.150 -7.902 -1.318  -1.520
Cl: -1.191 -6.577 -0.142  0.572
Cl: -0.041 -7.520 -2.647  0.510
Cl: -0.679 -9.418 -0.532  0.523
H: -2.154 -8.026 -1.733  0.023
C: 7.992 0.014 -0.084  -1.515
Cl: 6.604 0.000 -1.186  0.532
Cl: 8.755 1.613 -0.064  0.546
Cl: 7.493 -0.458 1.550  0.541
H: 8.724 -0.713 -0.444  -0.047
C: 9.267 -3.325 -2.655  -1.499
Cl: 7.880 -3.339 -3.757  0.505
Cl: 10.030 -1.726 -2.635  0.551
Cl: 8.769 -3.797 -1.022  0.535
H: 10.000 -4.052 -3.015  0.023
C: 3.446 7.830 0.547  -1.534
Cl: 4.612 8.298 -0.702  0.511
Cl: 2.341 9.169 0.900  0.533
Cl: 2.541 6.392 0.045  0.520
H: 3.997 7.589 1.460  0.016
C: -5.678 3.693 -1.000  -1.534
Cl: -7.066 3.680 -2.103  0.502
Cl: -4.915 5.292 -0.981  0.512
Cl: -6.177 3.222 0.633  0.498
H: -4.946 2.966 -1.360  0.002
C: -6.312 -1.103 0.360  -1.525
Cl: -8.035 -1.509 0.429  0.516
Cl: -5.916 -0.333 -1.186  0.541
Cl: -5.865 -0.050 1.712  0.485
H: -5.737 -2.029 0.440  -0.052
C: 4.348 6.029 6.662  -1.520
Cl: 5.589 7.221 6.240  0.520
Cl: 4.765 4.438 6.005  0.553
Cl: 4.141 5.942 8.420  0.524
H: 3.401 6.347 6.220  0.015
C: -7.844 -3.735 3.381  -1.532
Cl: -6.400 -3.381 2.418  0.560
Cl: -7.638 -5.249 4.278  0.517
Cl: -8.196 -2.399 4.490  0.529
H: -8.692 -3.851 2.701  -0.030
C: -10.999 0.570 -0.219  -1.559
Cl: -11.423 0.902 -1.907  0.516
Cl: -10.157 1.956 0.495  0.520
Cl: -12.447 0.170 0.719  0.495
H: -10.325 -0.291 -0.197  -0.070
C: -10.751 -4.440 -0.720  -1.518
Cl: -11.492 -3.071 0.125  0.520
Cl: -10.323 -3.991 -2.379  0.526
Cl: -9.321 -5.012 0.157  0.530
H: -11.479 -5.255 -0.760  0.019
C: 1.020 -3.312 -7.489  -1.529
Cl: 0.545 -2.735 -9.096  0.530
Cl: 2.557 -2.581 -6.996  0.504
Cl: -0.246 -2.958 -6.302  0.513
H: 1.154 -4.395 -7.538  0.021

Output
total energy = -543126.450 eV
LUMO = -0.72 eV
maximum force = 0.164 Eh/bohr
ΔE to the lowest compared entry with this formula, charge and spin = 3.7840 eV
orbital gap = 7.2 eV
total charge = 0



A structure of composition C33H51B2F4N7O4SSbSr, computed with wB97M-V/def2-TZVPD.

Last column: Löwdin charge in e.
Cartesian coordinates (Å):
Sr: -0.026 0.037 -0.689  1.384
C: -0.976 3.617 2.426  0.008
C: -1.039 2.468 1.477  -0.233
N: -0.116 1.601 1.321  -0.027
O: 1.015 1.707 2.078  0.071
B: 1.898 0.563 1.822  -1.114
F: 3.073 0.782 2.545  0.137
F: 2.196 0.497 0.414  -0.012
O: 1.389 -0.753 2.284  0.007
N: 0.356 -1.232 1.505  -0.020
C: -0.618 -1.785 2.119  -0.245
C: -0.662 -2.030 3.592  0.012
C: -1.844 -2.071 1.289  -0.267
N: -1.814 -1.563 0.119  -0.055
O: -2.945 -1.587 -0.649  -0.007
B: -3.804 -0.341 -0.474  -1.117
F: -4.918 -0.576 -1.227  0.185
F: -4.033 -0.196 0.904  0.142
O: -3.233 0.949 -0.988  -0.005
N: -2.124 1.394 -0.305  -0.060
C: -2.283 2.192 0.677  -0.244
C: -3.582 2.782 1.111  0.011
C: -3.007 -2.794 1.880  0.007
H: 0.052 3.800 2.727  0.086
H: -1.563 3.401 3.321  0.102
H: -1.394 4.513 1.970  0.092
H: 0.191 -1.565 4.076  0.078
H: -0.654 -3.104 3.793  0.098
H: -1.582 -1.633 4.018  0.096
H: -4.390 2.385 0.506  0.090
H: -3.551 3.869 1.015  0.096
H: -3.773 2.548 2.159  0.103
H: -2.698 -3.781 2.233  0.095
H: -3.792 -2.891 1.137  0.094
H: -3.411 -2.249 2.733  0.097
N: -2.364 -7.737 -3.309  0.184
C: -1.563 -7.065 -2.837  -0.171
C: -0.554 -6.222 -2.255  -0.225
C: 0.722 -6.188 -2.815  -0.007
C: 1.688 -5.363 -2.273  -0.009
C: 1.382 -4.567 -1.167  -0.227
C: 0.106 -4.612 -0.607  -0.011
C: -0.862 -5.435 -1.148  -0.008
C: 2.375 -3.696 -0.609  -0.017
C: 3.209 -2.956 -0.153  -0.387
H: 0.944 -6.804 -3.675  0.129
H: 2.678 -5.322 -2.704  0.126
H: -0.117 -3.987 0.244  0.101
H: -1.860 -5.463 -0.732  0.132
C: 1.845 1.156 -4.469  -0.134
C: 1.168 -0.126 -4.955  -0.715
C: 1.936 -1.330 -4.403  -0.139
C: 1.216 -0.165 -6.480  -0.100
Sb: -0.825 -0.172 -4.014  1.583
C: -1.926 1.537 -4.841  -0.703
C: -3.430 1.301 -4.709  -0.111
C: -1.574 1.876 -6.283  -0.111
C: -1.551 2.702 -3.917  -0.137
C: -1.733 -2.065 -4.648  -0.698
C: -1.432 -2.465 -6.085  -0.107
C: -1.185 -3.116 -3.679  -0.143
C: -3.245 -1.990 -4.428  -0.106
H: 2.883 1.178 -4.816  0.091
H: 1.868 1.224 -3.376  0.061
H: 1.353 2.051 -4.850  0.065
H: 2.991 -1.251 -4.684  0.090
H: 1.558 -2.271 -4.804  0.065
H: 1.892 -1.389 -3.308  0.054
H: 2.262 -0.185 -6.804  0.091
H: 0.754 0.712 -6.928  0.059
H: 0.729 -1.047 -6.890  0.059
H: -3.802 0.611 -5.464  0.069
H: -3.942 2.256 -4.864  0.094
H: -3.712 0.936 -3.721  0.072
H: -1.726 1.031 -6.957  0.078
H: -0.544 2.218 -6.384  0.062
H: -2.220 2.692 -6.623  0.092
H: -1.902 2.519 -2.899  0.057
H: -2.034 3.616 -4.277  0.093
H: -0.476 2.891 -3.888  0.059
H: -0.375 -2.689 -6.235  0.062
H: -1.725 -1.694 -6.800  0.079
H: -1.994 -3.372 -6.328  0.092
H: -0.097 -3.212 -3.716  0.056
H: -1.613 -4.089 -3.942  0.088
H: -1.488 -2.892 -2.654  0.061
H: -3.742 -1.395 -5.190  0.066
H: -3.506 -1.592 -3.445  0.071
H: -3.656 -3.003 -4.488  0.096
C: 4.505 -4.883 1.787  -0.013
N: 4.307 -3.681 2.574  -0.106
C: 4.208 -3.716 4.042  -0.063
C: 4.172 -2.221 4.429  -0.068
N: 4.269 -1.553 3.128  0.086
C: 4.298 -2.432 2.153  -0.535
S: 4.364 -1.899 0.477  1.114
H: 5.177 -5.547 2.328  0.104
H: 4.954 -4.628 0.831  0.085
H: 3.557 -5.392 1.615  0.102
H: 5.075 -4.235 4.450  0.132
H: 3.308 -4.252 4.342  0.132
H: 5.002 -1.932 5.071  0.129
H: 3.238 -1.941 4.913  0.129
H: 3.994 -0.579 2.969  0.119

Output
total energy = -84101.247 eV
LUMO = -3.02 eV
maximum force = 0.014 Eh/bohr
ΔE to the lowest compared entry with this formula, charge and spin = 0.0000 eV
orbital gap = 7.4 eV
total charge = +1



A cluster of 7 separate species, C33H51NO25S in total in a non-equilibrium geometry, computed with wB97M-V/def2-TZVPD.

Last column: Löwdin charge in e.
Cartesian coordinates (Å):
C: -1.965 4.780 5.328  0.025
C: -2.684 4.200 4.121  -0.485
O: -2.478 4.629 3.050  0.139
N: -3.641 3.162 4.435  -0.060
O: -3.077 1.886 4.562  -0.227
S: -2.254 1.385 3.172  0.958
O: -2.775 0.084 2.893  -0.363
O: -0.783 1.130 3.820  -0.301
C: 0.243 1.776 3.040  -0.257
C: 1.572 1.095 3.267  -0.160
C: 2.742 1.848 2.631  -0.162
C: 2.538 2.109 1.145  -0.172
O: 3.463 3.108 0.668  0.008
C: 2.897 4.304 0.466  -0.436
O: 3.515 5.275 0.525  0.129
C: -4.874 3.167 3.638  -0.451
C: -4.911 3.127 2.126  0.002
O: -5.867 3.236 4.218  0.188
H: -2.748 5.133 5.998  0.090
H: -1.397 5.636 4.988  0.085
H: -1.369 4.019 5.827  0.090
H: 0.359 2.833 3.286  0.131
H: -0.004 1.675 1.982  0.102
H: 1.800 1.015 4.329  0.125
H: 1.578 0.076 2.880  0.120
H: 2.905 2.809 3.128  0.124
H: 3.673 1.291 2.765  0.095
H: 2.674 1.179 0.595  0.118
H: 1.527 2.458 0.934  0.098
H: 1.839 4.381 0.209  0.131
H: -3.965 3.340 1.638  0.062
H: -5.633 3.875 1.813  0.092
H: -5.286 2.174 1.761  0.092
C: 2.916 1.938 -4.215  -0.007
C: 1.585 1.432 -3.715  -0.313
C: 0.672 2.502 -3.187  -0.083
O: -0.147 1.761 -2.260  0.077
C: 0.610 0.731 -1.814  -0.550
O: 0.326 0.027 -0.894  0.131
O: 1.741 0.604 -2.550  0.081
H: 3.392 2.584 -3.475  0.093
H: 3.598 1.107 -4.400  0.084
H: 2.788 2.500 -5.140  0.092
H: 1.095 0.831 -4.487  0.161
H: 0.068 2.962 -3.962  0.138
H: 1.193 3.269 -2.631  0.100
C: 0.847 8.905 -4.240  -0.019
C: 1.354 7.485 -4.206  -0.325
C: 0.314 6.438 -4.516  -0.082
O: 0.840 5.290 -3.832  0.034
C: 1.566 5.765 -2.780  -0.516
O: 1.964 5.073 -1.896  0.144
O: 1.749 7.098 -2.876  0.111
H: -0.058 9.012 -3.639  0.091
H: 1.588 9.587 -3.823  0.091
H: 0.625 9.209 -5.263  0.092
H: 2.229 7.383 -4.854  0.161
H: 0.207 6.242 -5.580  0.142
H: -0.665 6.670 -4.092  0.144
C: -1.125 -2.019 1.049  -0.016
C: -0.515 -3.393 1.163  -0.319
C: -0.906 -4.161 2.398  -0.086
O: 0.213 -5.050 2.559  0.048
C: 1.293 -4.423 2.022  -0.557
O: 2.417 -4.791 2.147  0.160
O: 0.916 -3.327 1.321  0.086
H: -0.981 -1.444 1.966  0.072
H: -0.645 -1.462 0.247  0.050
H: -2.195 -2.087 0.849  0.088
H: -0.720 -3.970 0.255  0.158
H: -1.832 -4.718 2.278  0.139
H: -0.975 -3.532 3.288  0.144
C: 3.765 -2.366 -2.124  -0.011
C: 4.664 -2.033 -0.959  -0.325
C: 4.952 -3.190 -0.036  -0.088
O: 5.233 -2.518 1.200  0.076
C: 4.536 -1.357 1.181  -0.537
O: 4.376 -0.646 2.122  0.158
O: 4.034 -1.112 -0.056  0.081
H: 2.863 -2.878 -1.786  0.091
H: 3.444 -1.456 -2.631  0.070
H: 4.285 -3.004 -2.839  0.091
H: 5.588 -1.568 -1.316  0.159
H: 5.802 -3.791 -0.355  0.140
H: 4.088 -3.840 0.121  0.128
C: -4.682 -1.787 -1.795  -0.016
C: -3.976 -1.467 -3.089  -0.331
C: -2.481 -1.632 -3.045  -0.092
O: -2.049 -0.726 -4.071  0.055
C: -2.986 0.260 -4.138  -0.557
O: -2.854 1.274 -4.742  0.159
O: -4.090 -0.074 -3.420  0.089
H: -4.218 -1.263 -0.957  0.084
H: -5.723 -1.466 -1.836  0.089
H: -4.653 -2.859 -1.596  0.093
H: -4.417 -2.041 -3.910  0.160
H: -2.159 -2.649 -3.261  0.142
H: -2.041 -1.308 -2.097  0.128
C: 0.276 -9.744 2.147  -0.018
C: -0.864 -8.804 1.844  -0.334
C: -2.173 -9.183 2.485  -0.097
O: -3.121 -8.577 1.597  0.058
C: -2.541 -8.533 0.366  -0.559
O: -3.113 -8.265 -0.639  0.163
O: -1.217 -8.834 0.449  0.085
H: -0.011 -10.780 1.957  0.089
H: 1.131 -9.528 1.508  0.090
H: 0.584 -9.652 3.189  0.093
H: -0.580 -7.777 2.091  0.149
H: -2.282 -8.795 3.496  0.140
H: -2.348 -10.261 2.492  0.139

Output
total energy = -98559.516 eV
LUMO = 0.35 eV
maximum force = 0.090 Eh/bohr
orbital gap = 10.2 eV
total charge = 0



A cluster of 5 separate species, C33H52BN2O16PS in total in a non-equilibrium geometry, computed with wB97M-V/def2-TZVPD.

Last column: Löwdin charge in e.
Cartesian coordinates (Å):
C: 1.819 -0.871 -0.107  -0.105
C: 1.652 -0.742 -1.733  -0.175
C: 1.257 0.814 -1.981  -0.058
C: -0.233 1.279 -1.660  -0.041
C: -1.335 0.258 -1.104  -0.132
C: -2.210 -0.451 -2.238  -0.148
C: -2.980 0.283 -3.382  -0.011
C: -3.850 -0.479 -4.435  -0.062
C: -3.964 -2.050 -4.424  -0.067
C: -3.200 -2.803 -3.284  -0.073
C: -2.356 -2.021 -2.206  -0.034
C: -0.622 2.782 -1.857  0.038
B: -2.079 3.416 -1.530  -0.405
C: -2.989 4.312 -2.531  -0.043
O: -2.607 3.185 -0.176  0.014
C: 0.487 3.799 -2.389  -0.199
N: 0.325 5.224 -2.650  -0.269
S: 1.871 5.809 -3.166  0.900
N: 2.817 4.360 -3.153  -0.295
C: 1.967 3.273 -2.693  -0.200
C: 2.382 1.751 -2.484  -0.110
C: 3.888 1.311 -2.765  -0.194
P: 4.242 0.736 -4.525  0.648
O: 5.196 -0.492 -4.483  -0.373
O: 5.141 1.958 -5.365  -0.199
O: 2.859 0.403 -5.456  -0.193
H: 1.055 -0.129 0.345  0.068
H: 2.848 -0.501 0.220  0.080
H: 1.532 -1.905 0.282  0.080
H: 2.678 -1.003 -2.176  0.097
H: 0.845 -1.460 -2.141  0.113
H: -0.831 -0.589 -0.494  0.101
H: -2.054 0.767 -0.350  0.128
H: -2.955 1.433 -3.459  0.079
H: -4.439 0.049 -5.262  0.087
H: -4.588 -2.572 -5.225  0.088
H: -3.291 -3.951 -3.230  0.086
H: -1.863 -2.675 -1.391  0.094
H: -3.152 3.827 -3.554  0.067
H: -2.587 5.395 -2.629  0.080
H: -4.026 4.428 -2.029  0.079
H: -2.474 3.999 0.368  0.113
H: 4.281 0.496 -2.047  0.110
H: 4.546 2.243 -2.559  0.108
H: 5.070 2.772 -4.811  0.055
H: 3.228 0.031 -6.303  0.091
C: -4.545 -1.719 -11.474  -0.070
C: -5.085 -1.284 -10.125  -0.216
O: -4.218 -1.698 -9.061  0.024
C: -3.086 -0.985 -8.922  -0.589
O: -2.754 -0.041 -9.600  0.118
O: -2.377 -1.519 -7.914  -0.010
C: -1.097 -0.918 -7.729  -0.045
H: -4.361 -2.797 -11.486  0.082
H: -5.251 -1.471 -12.271  0.080
H: -3.593 -1.233 -11.700  0.074
H: -6.048 -1.769 -9.949  0.122
H: -5.254 -0.205 -10.085  0.124
H: -1.180 0.164 -7.607  0.098
H: -0.446 -1.161 -8.573  0.098
H: -0.658 -1.335 -6.822  0.095
C: -0.683 1.212 5.285  -0.071
C: -0.891 -0.039 4.454  -0.211
O: 0.356 -0.556 3.971  0.025
C: 1.112 -1.197 4.882  -0.585
O: 0.826 -1.374 6.043  0.118
O: 2.252 -1.585 4.284  0.000
C: 3.192 -2.185 5.175  -0.039
H: -0.115 1.958 4.722  0.084
H: -1.642 1.645 5.580  0.084
H: -0.112 1.000 6.193  0.072
H: -1.488 0.210 3.573  0.122
H: -1.437 -0.807 5.008  0.126
H: 2.746 -3.017 5.722  0.079
H: 3.582 -1.434 5.866  0.101
H: 4.021 -2.571 4.580  0.099
C: 6.061 -8.489 4.542  -0.069
C: 6.190 -7.299 5.473  -0.214
O: 5.168 -6.326 5.218  0.029
C: 3.942 -6.639 5.668  -0.584
O: 3.639 -7.646 6.263  0.122
O: 3.103 -5.648 5.320  -0.015
C: 1.738 -5.908 5.647  -0.042
H: 6.052 -8.162 3.498  0.083
H: 6.889 -9.186 4.688  0.081
H: 5.127 -9.030 4.711  0.074
H: 7.146 -6.803 5.293  0.123
H: 6.177 -7.603 6.524  0.125
H: 1.623 -6.152 6.705  0.101
H: 1.353 -6.716 5.021  0.101
H: 1.165 -5.004 5.437  0.089
C: -3.367 7.631 7.338  -0.069
C: -3.568 6.378 6.509  -0.215
O: -2.318 5.864 6.030  0.028
C: -1.563 5.230 6.942  -0.587
O: -1.849 5.053 8.102  0.120
O: -0.422 4.845 6.345  -0.007
C: 0.520 4.249 7.235  -0.051
H: -2.801 8.379 6.774  0.082
H: -4.328 8.060 7.631  0.081
H: -2.796 7.423 8.247  0.074
H: -4.165 6.621 5.627  0.122
H: -4.112 5.608 7.064  0.125
H: 0.076 3.415 7.783  0.094
H: 0.907 5.001 7.926  0.099
H: 1.350 3.865 6.639  0.094

Output
total energy = -91599.096 eV
LUMO = -1.51 eV
maximum force = 0.100 Eh/bohr
orbital gap = 7.1 eV
total charge = 0